C2H5N2O2 | the ωB97M-V functional and the def2-TZVPD basis

Output
Gap between HOMO and LUMO (eV): 9.170
Relative energy (zero: lowest compared OMol25 entry of this formula, charge and spin) (kJ/mol): 408.5
Total charge: +1
Calculated total energy (a.u.): -338.75172

Geometry (Å):
1 C -0.234199 -1.094636 0.011602
2 C 1.114452 0.839912 -0.026870
3 N -1.151275 -0.174066 0.211604
4 N 0.986815 -0.616063 -0.061520
5 O -0.183346 1.271685 0.080298
6 O -2.413422 0.051173 -0.135946
7 H -0.506131 -2.098921 -0.214929
8 H 1.769731 1.126365 0.767040
9 H 1.606799 1.015475 -0.909318
10 H 1.891999 -1.107304 -0.105572
11 H -2.881423 0.786380 0.383608

Force components x, y, z for each atom (eV/Å):
C 0.01 0.98 -0.98
C -0.75 -1.85 1.03
N 1.61 4.43 0.96
N 0.70 -1.08 0.41
O -2.84 -1.46 0.30
O 0.22 -0.20 -0.68
H -0.08 -0.82 0.35
H 0.04 0.38 1.10
H 0.79 1.42 -2.55
H -1.22 -0.48 0.07
H 1.51 -1.32 -0.01

***

C14H14N2O2S2 | the ωB97M-V functional and the def2-TZVPD basis

Output
Gap between HOMO and LUMO (eV): 8.230
Relative energy (zero: lowest compared OMol25 entry of this formula, charge and spin) (kJ/mol): 304.6
SMILES: CC(=O)SCc1nc2ccccc2nc1CSC(C)=O
Total charge: 0
Calculated total energy (a.u.): -1598.17297

Geometry (Å):
1 O -1.496169 -3.972170 -3.400983
2 O 1.866625 -2.718400 2.515583
3 N -0.853529 1.488604 -1.967210
4 N 0.475268 1.784451 0.566555
5 S -1.278323 -2.110980 -1.442871
6 S 0.012609 -0.953243 2.103427
7 C -0.993833 -3.674918 -2.284424
8 C 1.117579 -1.949797 3.052220
9 C -0.164727 0.436921 -1.346769
10 C 0.447289 0.588106 -0.015537
11 C -1.300945 4.974498 -1.351029
12 C -0.632326 5.219660 -0.054094
13 C -1.453851 3.707101 -1.822535
14 C -0.059589 4.119078 0.623673
15 C -0.797569 2.644905 -1.220560
16 C -0.140633 2.904805 0.021266
17 C -0.135962 -4.623304 -1.450279
18 C 0.851410 -2.038564 4.562471
19 C -0.056517 -0.885918 -2.107352
20 C 1.207856 -0.475899 0.709149
21 H -1.826737 5.703748 -1.909751
22 H -0.322255 6.272607 0.272576
23 H -1.845418 3.532513 -2.727877
24 H 0.503681 4.220929 1.520063
25 H 0.030773 -4.102994 -0.489509
26 H -0.641078 -5.526724 -1.224594
27 H 0.798041 -4.880659 -1.995830
28 H 0.281143 -2.915357 4.849965
29 H 1.700964 -1.978411 5.134946
30 H 0.261748 -1.088388 4.828054
31 H 0.931410 -1.412075 -2.030790
32 H -0.128986 -0.896350 -3.170624
33 H 2.136398 -0.042327 1.207670
34 H 1.505652 -1.351447 0.045001

Force components x, y, z for each atom (eV/Å):
O 1.83 1.25 4.03
O 0.97 0.26 -0.26
N 2.93 -2.90 3.48
N -0.15 -0.10 0.11
S -0.85 1.20 0.42
S 0.88 0.80 -0.63
C -0.81 -1.75 -3.81
C -0.66 -1.86 0.86
C -1.17 1.45 -1.07
C -0.14 2.37 -1.50
C 0.33 -0.21 2.63
C 1.03 -0.09 -0.93
C 1.88 1.43 2.33
C -1.08 3.26 -1.15
C -0.58 0.26 -0.31
C 0.26 -5.42 -1.42
C 0.48 1.29 -0.01
C -3.00 2.68 -1.24
C 1.13 -1.44 0.47
C 0.44 -1.07 0.41
H 0.01 1.20 -0.16
H -1.05 -1.63 -0.41
H -1.78 -0.53 -3.12
H 0.27 0.10 0.56
H 0.47 -0.49 -0.53
H -0.67 -1.00 -0.08
H -0.53 0.31 0.41
H -0.07 -0.15 -0.29
H 2.35 -0.13 1.04
H 0.54 -1.51 -0.13
H -0.49 0.87 0.68
H -0.80 1.02 -0.78
H -1.36 -0.54 -0.72
H -0.61 1.04 1.12

***

C5H14N2O | the ωB97M-V functional and the def2-TZVPD basis

Output
Gap between HOMO and LUMO (eV): 9.956
Relative energy (zero: lowest compared OMol25 entry of this formula, charge and spin) (kJ/mol): 331.7
SMILES: CNC[C@H](CO)NC
Total charge: 0
Calculated total energy (a.u.): -383.57436

Geometry (Å):
1 C -0.387355 0.198414 -2.405739
2 N -0.781554 -0.284187 -1.005452
3 C -0.130428 0.500415 0.013929
4 C -1.146376 1.442356 0.691826
5 O -2.101786 1.866407 -0.284156
6 C 0.540682 -0.427979 1.097804
7 N 1.789630 -1.125335 0.541962
8 C 2.151840 -2.138906 1.487445
9 H 0.682989 0.004282 -2.565625
10 H -0.581798 1.276408 -2.638761
11 H -0.986349 -0.414302 -3.139162
12 H -1.810643 -0.267363 -0.922325
13 H 0.750251 1.121269 -0.353182
14 H -1.779310 1.093723 1.442627
15 H -0.652675 2.289332 1.012757
16 H -1.517692 2.108028 -1.088618
17 H 1.064139 0.170899 2.012928
18 H -0.210195 -1.145330 1.543933
19 H 1.525648 -1.577292 -0.349500
20 H 2.721828 -1.559493 2.271707
21 H 3.070248 -2.748740 1.173514
22 H 1.311142 -2.861823 1.805797

Force components x, y, z for each atom (eV/Å):
C -1.16 -1.15 0.44
N 0.68 0.34 -2.37
C 0.97 -0.35 2.29
C -0.24 -0.27 -2.52
O 1.44 0.95 -2.30
C 2.10 0.76 0.94
N -2.51 0.09 -0.89
C 2.44 -1.01 0.91
H -0.38 0.04 0.10
H 0.07 -0.60 0.37
H 0.73 0.66 0.65
H 0.98 0.25 0.02
H -1.24 -0.69 -0.14
H -0.47 -1.29 1.58
H 1.24 1.77 1.19
H -1.80 -0.35 1.76
H -1.77 -0.94 -1.97
H 0.66 0.56 -0.55
H -0.02 0.37 0.57
H -1.45 -0.82 0.31
H -1.55 0.45 -0.36
H 1.28 1.21 -0.03

***

H20O10 | the ωB97M-V functional and the def2-TZVPD basis

Output
Gap between HOMO and LUMO (eV): 9.403
Relative energy (zero: lowest compared OMol25 entry of this formula, charge and spin) (kJ/mol): 400.6
SMILES: O.O.O.O.O.O.O.O.O.O
Total charge: 0
Calculated total energy (a.u.): -764.32934

Geometry (Å):
1 H 0.130756 -0.029023 0.189204
2 H -0.223398 1.398722 -0.193101
3 H 2.632198 -2.015486 2.137563
4 H 2.507357 -2.895689 0.904802
5 H -4.835362 -1.224275 -0.710977
6 H -3.766654 -0.195360 -0.380468
7 H -2.849647 2.142792 -1.893037
8 H -1.770735 1.096942 -1.664584
9 H -4.760624 1.910670 0.929806
10 H -4.934241 0.439624 1.270276
11 H 1.919860 3.368017 2.427842
12 H 2.614258 2.032700 2.639463
13 H 2.585470 2.050637 -2.327092
14 H 2.696231 0.961993 -3.381903
15 H 3.218631 -2.835182 -0.744740
16 H 4.697641 -2.590262 -0.494573
17 H 3.999902 1.418797 -1.305889
18 H 4.425861 2.547510 -0.381439
19 H -2.801117 -3.296714 1.798343
20 H -2.198777 -3.962104 0.571768
21 O -0.487855 0.484047 -0.342839
22 O 2.007436 -2.576731 1.664627
23 O -3.879543 -1.110155 -0.662240
24 O -2.307498 1.749036 -1.200203
25 O -4.865071 1.043501 0.522254
26 O 2.292593 2.806000 3.116462
27 O 2.054826 1.420677 -2.827649
28 O 3.885191 -2.855277 -0.048835
29 O 3.719211 2.281548 -0.980522
30 O -2.830240 -3.283183 0.835037

Force components x, y, z for each atom (eV/Å):
H -0.07 -0.18 -0.12
H -0.19 -0.02 -0.09
H -0.06 -0.17 -0.13
H -0.05 0.14 0.80
H 0.18 0.04 -0.05
H 0.09 0.17 -0.18
H -0.06 0.03 0.11
H -0.01 -0.18 0.24
H 0.09 -0.02 -0.15
H 0.01 -0.05 -0.04
H -0.01 -0.01 0.09
H -0.06 0.04 0.08
H -0.31 0.24 -0.08
H -0.22 0.06 -0.13
H 0.08 0.02 -0.26
H 0.02 -0.10 0.12
H -0.05 -0.07 0.16
H -0.08 0.20 -0.05
H 0.03 0.02 -0.08
H -0.03 0.07 0.01
O 0.91 -0.35 0.57
O -0.62 0.15 0.34
O -0.12 -0.29 -0.25
O -0.60 0.63 -0.66
O -0.34 0.39 0.49
O 0.06 -0.03 -0.21
O 0.11 -0.31 -0.29
O 0.61 0.01 -0.89
O 0.57 -0.09 0.42
O 0.10 -0.32 0.23

***

Q: Which HOMO energy values were calculated for the entries above? A: -14.8; -9.0; -9.0; -9.7, in eV.